Entry from OMol25: C52H41IrN5O5S2 as an isolated structure at a distorted geometry (the ωB97M-V functional and the def2-TZVPD basis).

Orbital gap (alpha / beta)   7.120 / 5.346 eV
Expectation value of S²   6.074
LUMO level (alpha / beta)   -2.851 / -5.102 eV
Net charge   +1
2S+1   5

Cartesian coordinates (Å):
C: -3.041 0.354 1.338
C: -2.159 0.314 -2.430
H: 5.305 1.420 -3.147
C: -0.552 2.196 -1.102
C: 0.694 6.147 1.761
H: 5.810 -1.083 3.132
C: -2.917 1.218 -3.163
C: 3.625 2.769 -3.166
C: 4.362 1.668 -2.676
H: -1.014 -6.037 -1.226
C: 4.166 -0.427 1.931
C: 0.456 -3.002 -1.902
H: -6.125 1.424 1.853
C: 3.613 -1.845 0.050
C: -4.056 -1.144 -2.232
H: -2.424 -3.731 6.678
N: -0.082 -2.957 1.008
H: -2.681 4.368 0.396
C: -4.852 -0.216 -2.894
C: -1.749 3.893 0.109
C: -2.714 -0.881 -2.001
H: 4.480 0.093 -1.259
H: -6.669 -1.293 -2.497
H: -0.666 -4.916 0.761
C: 2.391 3.109 -2.557
H: -6.508 -0.715 -4.158
H: 2.977 -2.054 -0.801
H: -6.898 0.423 -2.872
C: -0.311 -4.013 0.264
H: -2.484 1.277 1.304
C: 2.693 1.285 -1.002
N: -0.311 -3.090 2.301
H: -0.712 -6.289 -3.654
C: 1.908 4.513 0.473
H: 1.179 -2.437 -3.850
C: 1.934 2.348 -1.442
C: -1.929 -2.877 6.235
C: 0.690 -3.227 -3.294
N: -2.368 -0.772 1.183
H: -4.697 2.397 1.701
O: 0.337 -0.904 2.516
H: 6.179 -4.391 1.988
Ir: -0.116 -0.763 0.324
N: -5.104 -0.793 1.664
H: 0.453 -4.515 -4.955
C: -0.497 5.596 1.387
H: -4.861 1.670 -3.918
H: 1.522 5.718 -4.552
O: 1.951 1.383 1.522
H: -1.177 0.375 6.832
H: -1.069 -4.176 3.494
C: 1.908 5.596 1.304
H: 3.944 0.455 2.518
C: -0.645 -0.712 5.070
H: 4.840 -3.575 -0.207
S: -0.438 0.625 -2.010
C: 2.105 4.899 -4.152
C: 0.660 2.786 -0.793
C: -6.317 -0.468 -3.113
C: -1.356 -3.035 4.972
C: 1.641 4.187 -3.083
S: 2.056 0.401 0.436
H: -4.488 -2.078 -1.893
H: 5.040 3.288 -4.705
O: -1.477 -4.233 4.384
N: -5.145 1.501 1.650
C: -0.368 -5.395 -3.153
C: 3.344 4.580 -4.740
H: -2.094 -1.610 -1.494
C: -4.433 0.354 1.558
C: 6.560 -3.374 1.884
C: -4.402 -1.913 1.567
H: 3.703 5.161 -5.579
C: 0.282 -4.376 -3.896
H: 0.710 7.005 2.420
C: -0.532 4.474 0.527
C: -3.043 -1.923 1.315
H: -2.704 2.344 -0.985
C: 0.689 3.926 0.061
H: -0.140 0.111 4.582
C: -1.221 -0.571 6.309
H: 7.016 -3.078 2.827
C: -0.177 -1.941 3.009
H: -2.328 -1.570 7.862
H: 2.837 4.069 0.144
C: -0.141 -4.076 -1.134
C: -4.257 0.954 -3.372
C: -0.549 -5.251 -1.807
O: 0.787 -1.885 -1.402
C: 4.086 3.540 -4.259
H: 2.844 6.037 1.619
C: 3.393 -0.711 0.821
C: -1.867 -1.665 6.888
H: -2.506 -2.852 1.233
H: -2.459 2.122 -3.547
O: 0.281 0.904 -3.260
C: 3.904 0.929 -1.627
C: 4.650 -2.693 0.394
C: -0.700 -1.933 4.378
H: 0.692 4.444 -2.630
H: -4.949 -2.840 1.688
H: -1.434 6.005 1.745
C: -1.766 2.768 -0.663
H: 7.335 -3.390 1.116
C: 5.196 -1.293 2.265
C: 5.452 -2.432 1.506